Entry 1:
{
  "formula": "C24H42FO15S3",
  "method": "ωB97M-V with the def2-TZVPD basis set",
  "elements": ["F", "C", "C", "C", "O", "C", "O", "O", "H", "H", "H", "H", "H", "H", "C", "C", "C", "O", "C", "O", "O", "H", "H", "H", "H", "H", "H", "C", "C", "C", "O", "C", "O", "O", "H", "H", "H", "H", "H", "H", "C", "C", "C", "S", "O", "O", "C", "H", "H", "H", "H", "H", "H", "H", "H", "C", "C", "C", "S", "O", "O", "C", "H", "H", "H", "H", "H", "H", "H", "H", "C", "C", "C", "S", "O", "O", "C", "H", "H", "H", "H", "H", "H", "H", "H"],
  "coordinates": [[0.4394, 0.3625, 0.6135], [2.1147, 3.7925, 1.3973], [2.7209, 2.5200, 1.1514], [2.6151, 2.1996, -0.4695], [3.6511, 2.7484, -1.0660], [4.5828, 3.0044, -0.2058], [5.7547, 3.4554, -0.4516], [4.1678, 2.6362, 1.0315], [2.1026, 3.8146, 2.4225], [1.0640, 3.6411, 1.1197], [2.5907, 4.6832, 0.9680], [2.2554, 1.6600, 1.6487], [1.6034, 2.2096, -0.9031], [2.5386, 1.1142, -0.5881], [-2.0125, 2.6232, 3.3807], [-2.3022, 2.5955, 1.8994], [-2.3812, 1.2940, 1.2079], [-3.7652, 1.1251, 0.7942], [-4.3911, 2.1570, 1.1309], [-5.6573, 2.3068, 0.8626], [-3.7007, 2.9918, 1.7249], [-2.2951, 3.3350, 3.9641], [-0.8807, 2.6432, 3.7156], [-2.3499, 1.6492, 3.7097], [-1.5883, 3.2225, 1.4737], [-2.0078, 0.5062, 1.7238], [-1.6956, 1.5856, 0.3964], [3.2306, -1.9170, 2.0297], [2.7774, -0.9931, 3.0130], [1.1926, -1.0284, 3.2216], [1.0613, -1.7874, 4.3788], [2.2532, -1.9680, 5.0081], [2.3800, -2.4769, 6.2281], [3.2004, -1.5255, 4.3194], [3.3036, -2.9413, 2.0970], [4.3411, -1.7075, 2.1004], [2.8042, -1.6199, 0.9652], [2.9857, 0.0808, 2.9145], [0.5716, -1.5507, 2.3445], [0.8196, 0.0148, 3.4459], [-1.7480, 1.7350, -3.7290], [-0.6029, 1.9170, -2.7406], [-0.4923, 3.3944, -2.4034], [-2.0426, 4.0739, -2.5695], [-1.9825, 5.0569, -3.5904], [-2.6468, 4.4238, -1.2941], [-2.8049, 2.7345, -3.3072], [-2.1412, 0.7489, -3.7996], [-1.4592, 2.0214, -4.7773], [0.1972, 1.4256, -3.1486], [-0.8451, 1.2993, -1.8370], [-0.0795, 3.9168, -3.1273], [-0.0789, 3.7397, -1.4321], [-3.5155, 2.9485, -4.0914], [-3.5302, 2.3864, -2.4135], [-1.6293, -4.1619, -0.0847], [-1.7884, -2.9228, 0.7979], [-2.1134, -3.3019, 2.2144], [-3.0299, -4.7217, 2.1476], [-4.4207, -4.4252, 2.1677], [-2.5262, -5.7890, 2.9467], [-2.7021, -5.0676, 0.4726], [-0.6189, -4.5802, 0.2508], [-1.8550, -4.1527, -1.1611], [-2.5558, -2.3765, 0.2091], [-0.8871, -2.1335, 0.9870], [-2.6925, -2.5372, 2.7179], [-1.1215, -3.3325, 2.8037], [-3.6437, -4.7025, -0.0546], [-2.5173, -6.1521, 0.5439], [0.2521, -2.0768, -3.1886], [1.1687, -1.9402, -1.9620], [2.5952, -2.3227, -2.3802], [2.7028, -1.5033, -3.9047], [3.4223, -2.2046, -4.9309], [3.1990, -0.1133, -3.6333], [1.0640, -1.4686, -4.2847], [-0.7733, -1.6865, -2.9298], [0.1458, -3.0872, -3.3939], [0.8762, -2.5565, -1.2698], [1.0339, -1.1724, -1.3538], [2.8287, -3.1963, -2.6433], [3.4449, -1.8452, -1.7710], [0.8974, -2.2438, -5.2210], [0.9216, -0.5038, -4.5497]],
  "gap_ev": 9.15,
  "spin_multiplicity": 1,
  "fmax_ev_per_a": 10.288,
  "homo_energy_ha": -0.27392,
  "total_charge": -1
}


Entry 2:
{
  "formula": "C24H42Hg2O34PS6",
  "method": "ωB97M-V with the def2-TZVPD basis set",
  "elements": ["Hg", "Hg", "P", "O", "O", "O", "O", "C", "C", "O", "S", "O", "O", "O", "H", "H", "H", "H", "C", "C", "O", "S", "O", "O", "O", "H", "H", "H", "H", "C", "C", "O", "S", "O", "O", "O", "H", "H", "H", "H", "C", "C", "O", "S", "O", "O", "O", "H", "H", "H", "H", "C", "C", "O", "S", "O", "O", "O", "H", "H", "H", "H", "C", "C", "O", "S", "O", "O", "O", "H", "H", "H", "H", "O", "C", "O", "C", "C", "C", "H", "H", "H", "H", "H", "H", "O", "C", "O", "C", "C", "C", "H", "H", "H", "H", "H", "H", "O", "C", "O", "C", "C", "C", "H", "H", "H", "H", "H", "H"],
  "coordinates": [[0.4337, -2.7025, 0.0637], [2.4823, 0.5229, -0.7103], [0.0713, -0.2441, -0.3204], [0.4222, 1.2354, -0.6730], [1.1153, -0.7375, 0.7296], [0.7969, -1.0734, -1.4087], [-1.2060, -1.0010, -0.0055], [-0.6567, 0.9580, -4.1850], [-0.5127, 2.3680, -3.6127], [-0.6889, 3.2554, -4.7259], [-1.9154, 2.6894, -5.6877], [-1.7369, 3.0810, -7.0966], [-3.2158, 2.7835, -5.0407], [-1.3038, 1.1360, -5.4890], [-1.3550, 0.4942, -3.4883], [0.3043, 0.4507, -4.2691], [0.4544, 2.4891, -3.1245], [-1.2143, 2.6364, -2.8228], [2.2454, -3.3417, -3.3302], [0.9474, -2.8181, -3.9883], [0.9991, -3.4739, -5.2581], [2.5560, -3.2978, -5.8302], [2.6919, -1.9074, -6.2976], [2.8365, -4.3585, -6.7589], [3.2851, -3.5676, -4.2967], [2.1229, -4.2697, -2.7718], [2.6005, -2.6550, -2.5618], [1.0837, -1.7380, -4.0426], [0.0502, -3.0450, -3.4124], [-1.3981, 5.2780, 0.8500], [-0.8633, 4.0463, 0.0356], [-0.3660, 4.5830, -1.1992], [-1.0429, 6.0280, -1.6434], [-2.2644, 5.7125, -2.3912], [-0.0175, 6.9196, -2.1724], [-1.3650, 6.4219, -0.0602], [-0.8446, 5.4126, 1.7793], [-2.4664, 5.1470, 1.0223], [-1.3960, 3.1160, -0.1614], [-0.0151, 3.5917, 0.5476], [1.2544, -1.5071, 4.5087], [0.5681, -2.8128, 5.0814], [0.3733, -2.6386, 6.4178], [0.5064, -1.0445, 6.8534], [1.7681, -0.8602, 7.6761], [-0.8018, -0.5622, 7.3475], [0.7464, -0.4508, 5.3404], [0.9724, -1.1542, 3.5167], [2.3428, -1.5235, 4.4525], [1.2494, -3.6259, 4.8308], [-0.4069, -2.8766, 4.5983], [-0.5700, 1.5413, 2.9722], [-1.8394, 0.7275, 2.6565], [-2.9559, 1.3763, 3.3584], [-2.4533, 2.7690, 4.0882], [-2.4137, 2.4563, 5.5479], [-3.3415, 3.9013, 3.7021], [-0.9417, 2.8348, 3.3682], [0.0250, 1.7879, 2.0928], [0.1520, 1.1211, 3.6723], [-1.8142, -0.2484, 3.1413], [-2.0478, 0.6421, 1.5900], [-2.9881, -1.9352, -2.2643], [-3.1816, -3.4210, -2.5865], [-3.3671, -3.2910, -4.0179], [-4.5808, -2.2559, -4.2865], [-5.8252, -2.7388, -3.7730], [-4.6190, -1.6571, -5.6281], [-3.9568, -1.2046, -3.1135], [-2.0836, -1.4423, -2.6207], [-3.1756, -1.6529, -1.2284], [-4.0897, -3.8369, -2.1500], [-2.3598, -4.0694, -2.2827], [2.6185, 2.7869, -0.4337], [2.5578, 3.9815, -0.1058], [2.4596, 4.3401, 1.1363], [2.4736, 5.7854, 1.3668], [2.9231, 6.2834, -0.0228], [2.8564, 5.1442, -1.0399], [3.1338, 6.0100, 2.2044], [1.4989, 6.1789, 1.6554], [4.0067, 6.3950, 0.0159], [2.4672, 7.2523, -0.2264], [3.7469, 5.0909, -1.6662], [2.0337, 5.3139, -1.7346], [-3.3709, -5.3997, 0.3624], [-3.5340, -4.4135, 1.0732], [-4.2647, -3.3436, 0.7199], [-4.0835, -2.2428, 1.6045], [-2.7511, -2.6764, 2.3814], [-2.8790, -4.2181, 2.4325], [-4.8892, -1.9777, 2.2891], [-3.9161, -1.3365, 1.0225], [-2.6117, -2.2312, 3.3665], [-1.7996, -2.5564, 1.8634], [-3.6088, -4.4757, 3.2000], [-1.9060, -4.6984, 2.5358], [3.7660, -1.5820, -0.5631], [4.1435, -2.4207, 0.2466], [5.1727, -3.1964, -0.0068], [5.5744, -3.9330, 1.1506], [4.8067, -3.2849, 2.3129], [3.6121, -2.6736, 1.7230], [6.6434, -3.7871, 1.3056], [5.2288, -4.9577, 1.0141], [5.3685, -2.4673, 2.7646], [4.6467, -4.0401, 3.0824], [3.2848, -1.7317, 2.1631], [2.7919, -3.3909, 1.7535]],
  "gap_ev": [6.35, 7.05],
  "spin_multiplicity": 2,
  "fmax_ev_per_a": 5.239,
  "homo_energy_ha": [-0.34161, -0.37712]
}


Entry 3:
{
  "formula": "C24H42N2O2S2Si",
  "method": "ωB97M-V with the def2-TZVPD basis set",
  "elements": ["C", "Si", "C", "C", "C", "C", "C", "C", "C", "C", "C", "C", "C", "N", "C", "C", "N", "C", "C", "C", "C", "C", "C", "H", "H", "H", "H", "H", "H", "H", "H", "H", "H", "H", "H", "H", "H", "H", "H", "H", "H", "H", "H", "H", "H", "H", "H", "H", "H", "H", "H", "H", "H", "C", "S", "O", "C", "H", "H", "H", "H", "H", "H", "C", "S", "O", "C", "H", "H", "H", "H", "H", "H"],
  "coordinates": [[0.5853, 0.0678, 2.7051], [-0.4824, -1.5096, 2.6788], [-1.3471, -1.5947, 0.9549], [0.4807, -3.0893, 3.1213], [1.7275, -3.3976, 2.1904], [1.3525, -3.5298, 0.6677], [2.3818, -4.3433, -0.2021], [1.6402, -4.6973, -1.5790], [2.3679, -4.1151, -2.8498], [2.7041, -2.5764, -2.7389], [2.2632, -1.7497, -4.0175], [2.8948, -0.2890, -3.9841], [2.1804, 0.6404, -5.0028], [1.6584, 1.2857, -5.7937], [4.4526, -0.2867, -4.3194], [5.2538, -0.2638, -2.9936], [5.8094, -0.5086, -2.0210], [-1.9270, -1.1984, 3.9180], [-2.0075, -0.0464, 4.8099], [-3.2121, 0.0492, 5.6583], [-4.2754, -0.9386, 5.6097], [-4.1921, -2.1186, 4.7270], [-3.0029, -2.2182, 3.8854], [1.4841, -0.0626, 2.0362], [-0.0766, 0.9179, 2.3371], [0.8804, 0.3093, 3.7596], [-1.6747, -2.6597, 0.7792], [-2.2543, -0.9422, 0.9080], [-0.6002, -1.3712, 0.1474], [0.9059, -2.9243, 4.1586], [-0.1585, -4.0122, 3.2145], [2.1523, -4.3796, 2.5519], [2.5431, -2.6406, 2.3240], [0.3465, -4.0389, 0.6274], [1.2794, -2.4995, 0.2363], [2.7182, -5.3043, 0.2703], [3.2722, -3.6776, -0.3801], [0.6198, -4.2118, -1.5502], [1.4578, -5.7954, -1.6918], [3.2706, -4.7447, -3.0481], [1.6539, -4.2252, -3.7201], [2.2691, -2.0785, -1.8341], [3.8305, -2.5003, -2.7190], [1.1449, -1.6406, -4.0599], [2.6173, -2.2281, -4.9716], [2.7463, 0.1942, -2.9774], [4.7113, 0.6139, -4.9405], [4.6801, -1.1988, -4.9334], [-1.2035, 0.7299, 4.8268], [-3.3311, 0.9193, 6.3391], [-5.2097, -0.8704, 6.2214], [-4.9845, -2.8972, 4.6755], [-2.9326, -3.0883, 3.1831], [-2.5889, 2.3864, -1.1150], [-1.7433, 3.2167, 0.2435], [-0.8067, 2.2252, 0.8580], [-3.1857, 3.3310, 1.3235], [-1.8581, 2.1788, -1.8961], [-3.0240, 1.4476, -0.7669], [-3.3672, 3.0384, -1.5132], [-3.5844, 2.3342, 1.5221], [-3.9461, 3.9525, 0.8485], [-2.8746, 3.7911, 2.2607], [-0.4857, 7.2830, -3.0004], [-0.6517, 6.9272, -1.2408], [-1.2106, 5.5492, -1.1140], [-2.0005, 8.0852, -0.9385], [0.2878, 6.6334, -3.4090], [-1.4297, 7.0874, -3.5111], [-0.1913, 8.3246, -3.1371], [-2.8508, 7.8403, -1.5766], [-1.6591, 9.1015, -1.1396], [-2.2943, 8.0020, 0.1072]],
  "gap_ev": 8.73,
  "spin_multiplicity": 1,
  "fmax_ev_per_a": 3.165,
  "homo_energy_ha": -0.30218
}


Entry 4:
{
  "formula": "C24H42N6",
  "method": "ωB97M-V with the def2-TZVPD basis set",
  "elements": ["C", "C", "C", "C", "N", "H", "H", "H", "H", "H", "H", "H", "C", "C", "C", "C", "N", "H", "H", "H", "H", "H", "H", "H", "C", "C", "C", "C", "N", "H", "H", "H", "H", "H", "H", "H", "C", "C", "C", "C", "N", "H", "H", "H", "H", "H", "H", "H", "C", "C", "C", "C", "N", "H", "H", "H", "H", "H", "H", "H", "C", "C", "C", "C", "N", "H", "H", "H", "H", "H", "H", "H"],
  "coordinates": [[-0.8018, -3.5841, 0.2851], [-1.4515, -4.6201, -0.6356], [-1.7942, -4.1965, -2.0560], [-0.6668, -3.5241, -2.7683], [0.1796, -2.9930, -3.3597], [-1.3811, -2.6818, 0.4808], [0.1643, -3.3343, -0.1536], [-0.5587, -4.0630, 1.2336], [-2.3191, -5.0432, -0.1293], [-0.7559, -5.4592, -0.6435], [-2.6197, -3.4878, -2.1228], [-1.9798, -5.1120, -2.6176], [-5.1715, -1.6240, 1.5799], [-4.8446, -0.8598, 0.2667], [-5.0986, 0.6413, 0.4671], [-3.9988, 1.2306, 1.2047], [-3.1449, 1.6712, 1.8009], [-4.9557, -2.6896, 1.5030], [-6.2030, -1.5006, 1.9101], [-4.4975, -1.3515, 2.3920], [-5.6010, -1.3364, -0.3570], [-3.8639, -1.1512, -0.1091], [-6.0094, 0.8094, 1.0419], [-5.1761, 1.1490, -0.4943], [0.6619, -1.6072, 3.2395], [0.6379, -0.2983, 4.0326], [0.2279, -0.4341, 5.5329], [-1.1257, -0.9310, 5.8328], [-2.1721, -1.3068, 6.0500], [-0.3096, -2.0989, 3.2895], [1.5214, -2.2215, 3.5078], [0.8381, -1.3424, 2.1969], [-0.1235, 0.3652, 3.6225], [1.6252, 0.1624, 4.0661], [0.4022, 0.5188, 6.0326], [0.8512, -1.1978, 5.9979], [0.8869, 6.8936, -3.4463], [2.2859, 7.0300, -4.0566], [3.2588, 6.0300, -3.3700], [2.9411, 4.5909, -3.4890], [2.7019, 3.4636, -3.5613], [0.1590, 7.5893, -3.8637], [0.8698, 7.1114, -2.3784], [0.5965, 5.8461, -3.5279], [2.6690, 8.0504, -4.0522], [2.1606, 6.7345, -5.0983], [3.3569, 6.3350, -2.3281], [4.2288, 6.2263, -3.8269], [2.9270, -2.0058, -0.5113], [3.5072, -2.8130, 0.6420], [4.5565, -2.1082, 1.5255], [4.1416, -0.8102, 2.1097], [3.8164, 0.2255, 2.5916], [3.5865, -1.5923, -1.2743], [2.4147, -1.1468, -0.0779], [2.0971, -2.5592, -0.9508], [3.9117, -3.7344, 0.2230], [2.6325, -3.1150, 1.2179], [5.4926, -1.9105, 1.0033], [4.8678, -2.8101, 2.2991], [0.0902, 0.4240, -0.2144], [0.0110, 0.1728, -1.6966], [0.1648, 1.4620, -2.5464], [-0.7577, 2.5666, -2.2769], [-1.4974, 3.4500, -2.1012], [-0.8165, 0.8883, 0.1733], [0.8613, 1.1666, -0.0092], [0.2513, -0.4204, 0.4559], [-0.9578, -0.2749, -1.9182], [0.7720, -0.5815, -1.8967], [0.2207, 1.1788, -3.5975], [1.1060, 1.9490, -2.2915]],
  "gap_ev": [1.50, 10.66],
  "spin_multiplicity": 2,
  "fmax_ev_per_a": 4.387,
  "homo_energy_ha": [0.02473, -0.31223],
  "total_charge": -1
}